1.
Formula: C30H25F3N3ORuTe4
Source: the OMol25 dataset
Level of theory: ωB97M-V/def2-TZVPD

XYZ file:
```
67
Properties=species:S:1:pos:R:3
C 1.47550 2.12650 -0.98780
C -5.26130 -7.28450 -0.04630
C -1.77360 -2.81710 0.19790
C 1.65790 2.31300 -5.97180
C 3.06870 -3.11370 -3.46380
C -0.26840 -0.89090 -4.88280
C -0.95890 -1.91340 0.17470
H -1.97840 -0.61980 -1.97400
F -5.91800 -7.55380 1.09030
C -2.67060 -3.90300 0.15120
H 1.35950 1.46400 -6.58650
H -3.32350 1.74020 -3.32670
Te 3.83240 -0.02660 2.27630
H 5.05690 -4.59360 -1.35080
H -3.05890 2.68940 -4.78950
F -6.20080 -7.15860 -1.00550
C -2.78480 2.58920 -3.74280
H 1.46250 3.21750 -6.54400
H -3.74920 -6.29070 -1.99820
C -1.48420 1.97450 -1.20790
C 1.89160 -4.60280 -2.02360
H -3.11520 3.47900 -3.21020
H -2.32950 -0.53880 -4.43560
N 4.19690 -3.48330 -2.83200
H 0.93070 -3.53630 -3.61130
C -0.67770 2.21680 -2.35770
H 2.55650 2.13960 -3.41560
C -4.37590 -6.07860 0.04120
C 2.18470 -1.43410 -5.06850
Te -0.57450 -0.03590 2.37560
H -2.56040 2.17030 -1.28590
Ru 0.31300 -0.42340 -0.00790
N 3.02340 -4.89220 -1.38110
C 1.84700 -3.72070 -3.07220
C 3.18870 -2.21320 -4.57060
C -2.79810 -4.63400 -1.03490
C 1.47850 2.20670 -3.46620
H -3.33740 -3.68430 2.18380
H -4.86110 -5.62310 2.07990
C 4.12800 -4.32910 -1.83610
C -3.64630 -5.71810 -1.08810
C 0.86790 2.32830 -4.70490
C -0.52100 2.47060 -4.75010
C -3.42500 -4.25850 1.27140
C 1.00740 -1.10880 -4.32720
H -0.40640 -0.92720 -5.95320
C -1.33470 -0.68120 -4.04090
O -1.08300 1.50960 -0.11120
H 2.72350 2.23800 -5.77060
H -0.99420 2.60040 -5.71440
F -4.57170 -8.39960 -0.35690
H -2.22120 -4.34360 -1.90200
C -4.27650 -5.34350 1.21670
H 1.05900 2.85860 -0.29020
H 2.53590 2.33430 -1.13620
N 0.08820 -0.77790 -2.12830
H 4.15690 -2.21610 -5.05330
C 0.74400 2.16570 -2.29380
H 1.00510 -5.12380 -1.68050
H 1.41370 1.11240 -0.48990
Te 1.61700 0.31660 3.82420
Te 2.92410 -1.58350 0.25800
H 2.29460 -0.99170 -6.04780
C -1.29970 2.43320 -3.61810
C -1.14300 -0.68400 -2.66060
H 2.10210 -0.95490 -2.48680
C 1.11350 -0.94590 -2.93380
```

Its spin multiplicity is 2. Its HOMO-LUMO gap (spin up / spin down) is 4.92 / 4.94 eV.

2.
Formula: C30H25GeN7PtSSe
Source: the OMol25 dataset
Level of theory: ωB97M-V/def2-TZVPD

XYZ file:
```
66
Properties=species:S:1:pos:R:3
C -2.22437 3.28884 0.55357
N 1.82406 0.55012 0.89058
C -4.05282 -1.96922 1.92671
H -3.20162 6.35558 -0.62426
H 4.08314 -2.58357 1.79504
H 3.24429 -4.92609 1.71023
H -6.43917 -2.41615 -0.43915
Pt 0.20090 -0.31814 -0.26022
H -2.58225 2.50005 1.20701
C -3.12513 -1.68165 -0.28998
H -0.64367 -3.34789 0.85166
H -3.38697 -3.88903 -5.26995
N -1.03314 3.10858 0.04611
C -4.38829 -1.93922 -0.83576
C 1.96199 2.86313 0.59212
N 0.86181 -1.96416 1.06576
C 6.13035 0.62157 3.60633
N 0.58107 4.07549 -1.35703
C 4.77919 0.84355 1.63372
C 5.93543 1.14155 2.33294
H -3.08351 -3.42915 -2.87621
C 2.59670 -0.33117 1.44616
H 3.27631 -1.16382 3.92185
H 6.68713 1.77763 1.88574
C 0.41461 -3.21737 1.04068
H 7.03368 0.85755 4.15256
C -0.60885 4.10447 -0.74572
S 1.76304 2.83403 -1.19645
N 2.04963 1.83694 1.33076
C 2.16212 -1.74780 1.36096
Se 0.85858 5.63733 -2.25568
H -6.14107 -2.44714 2.01100
Ge -1.60477 -1.22435 -1.36901
C -2.14480 -2.25841 -5.90425
C 3.04298 -2.79082 1.59213
H -3.92657 -1.98717 3.00117
H 5.32400 -0.60919 5.16870
C -5.46709 -2.21329 -0.01012
C -1.15347 -0.94100 -4.16294
C -1.32337 5.31837 -1.01460
C -2.60701 -2.78797 -3.60743
H 4.64509 1.22323 0.62820
H -2.28596 -2.46564 -6.95677
H -4.04045 4.45885 0.79161
C 4.02479 -0.52443 3.47040
H 2.34661 4.88568 0.59498
C 1.23342 -4.31216 1.27485
C -1.80452 -1.71683 -3.19753
C 5.17365 -0.20654 4.17647
C -1.33259 -1.20373 -5.51145
N 2.04099 4.10412 1.14680
H -4.53727 -1.91301 -1.90784
H -0.83971 -0.59276 -6.25561
C -2.62683 5.45817 -0.44086
N -0.71852 6.21206 -1.77502
H 0.25931 0.46632 -1.59623
C -2.76884 -3.05904 -4.95551
H 2.19593 4.14505 2.14253
C -2.97641 -1.68579 1.10259
H 0.81599 -5.30828 1.24383
C -5.29775 -2.23197 1.36804
H -2.00743 -1.47244 1.54367
C -3.06481 4.43392 0.32797
C 2.57199 -4.09642 1.54002
C 3.81721 0.00485 2.19666
H -0.49696 -0.13425 -3.85653
```

The net charge is +2. Its spin multiplicity is 1. Its HOMO-LUMO gap is 5.86 eV.

3.
Formula: C30H25LiN3OSi
Source: the OMol25 dataset
Level of theory: ωB97M-V/def2-TZVPD

XYZ file:
```
61
Properties=species:S:1:pos:R:3
C -0.16190 -3.37048 1.77433
C 1.30477 0.07869 -1.59678
H 2.92743 1.25764 0.37636
C -1.92589 -2.54965 -1.37324
Li -2.02197 0.48515 -0.97484
H -2.83522 -3.02731 -0.99613
C 1.03034 -0.63503 -0.30710
H 2.63480 0.65916 -3.11570
C 2.43222 2.10834 0.82680
N -2.84152 1.29027 -2.66023
C 3.20504 3.21564 1.16022
H -2.86189 3.32517 -2.38196
C 1.64130 -2.68682 0.24827
H -0.58733 -1.55594 6.10536
H -1.56235 -3.18428 -2.19544
C -0.89007 -2.58507 -0.28226
C -3.63994 2.81110 -4.32011
C -0.48922 -1.15057 5.10484
H 1.85292 -3.45705 2.32801
H -2.48352 -1.68257 4.51276
C 2.61905 4.32941 1.74366
C 0.81495 -0.02252 3.42621
C 1.25129 4.32384 1.98606
H 2.45732 -0.98888 1.39767
C -3.10154 2.52801 -3.07714
C 2.50357 0.12904 -2.17977
H 1.74000 0.47241 3.14635
H -0.52383 -3.70662 2.73758
C -3.10788 0.26553 -3.48041
H -4.34520 1.92858 -6.14961
H 0.77706 5.18604 2.44176
C 1.13796 -3.22112 1.54659
H 4.27205 3.20416 0.96583
C 0.49055 3.21606 1.64064
C 0.50111 -2.09270 -0.61913
C 3.67072 -0.51571 -1.56938
Si -0.12342 0.58991 0.70758
H 4.62274 -0.46054 -2.08604
H 2.27471 -3.42365 -0.25806
C -1.55048 -1.21868 4.21296
H 3.22034 5.19183 2.00695
O -3.17026 -2.08670 -3.75164
H 1.52604 -0.47181 5.40164
H -0.57932 3.23240 1.83069
H 0.66513 -2.29281 -1.68092
H 4.46378 -1.61788 0.03287
C 1.05308 2.07565 1.05539
C -3.65564 0.46121 -4.74309
H -3.85068 -0.41553 -5.34368
H 0.45398 0.55217 -2.08190
C -1.41510 -0.69841 2.93234
C -2.80334 -1.15643 -3.01092
C 2.29622 -1.28121 0.35500
C 3.58312 -1.15235 -0.40185
C 0.69559 -0.54446 4.70789
N -2.18186 -1.20353 -1.84925
H -2.24770 -0.77267 2.24092
N -1.18357 -3.16945 0.81362
C -3.92243 1.74921 -5.16837
C -0.22711 -0.10386 2.49797
H -3.82900 3.83568 -4.61015
```

The net charge is -1. Its spin multiplicity is 1. Its HOMO-LUMO gap is 6.32 eV.

4.
Formula: C30H25N5O10
Source: the OMol25 dataset
Level of theory: ωB97M-V/def2-TZVPD

XYZ file:
```
70
Properties=species:S:1:pos:R:3
C 8.20674 -9.41822 17.98881
H 4.59966 -7.45946 16.84968
O 8.36455 -6.92375 17.13387
C 2.81777 -7.00128 17.96175
C 2.96815 -0.27695 20.45267
H 7.17390 -2.21472 15.89926
C 3.83869 -0.62137 21.48029
H 7.61329 -4.41789 15.35688
H 4.85343 -4.37880 19.02613
N 0.66289 -3.24298 20.25100
C 5.93162 -4.13449 20.78881
C 9.26229 -1.58020 16.08667
C 8.23625 -2.42906 15.83326
O 4.77559 -6.06553 20.46808
N 5.21282 -5.25483 21.26996
H 10.00954 -5.18015 15.01929
H 4.41602 -2.15869 22.87749
C 5.62021 -3.77046 19.50556
H 7.09224 -7.58047 20.62698
O 7.73537 0.14743 16.65271
C 8.49063 -3.73055 15.48372
C 8.11934 -10.73066 18.45202
C 9.84164 -4.15038 15.28107
C 3.70882 -1.84855 22.08888
H 0.07422 -5.54393 16.55505
H 7.63527 -1.05948 19.17246
H 2.48256 -3.65654 22.18063
H 3.13258 -7.49413 18.89195
H 6.55026 -9.98359 21.38949
C 7.23508 -8.48287 20.07492
H 7.13554 -11.82042 19.99700
C 7.12713 -1.89980 19.67579
H 8.48244 -11.59553 17.92158
C 6.91913 -3.47678 21.49147
H 1.20910 -0.80192 19.30962
H 5.73673 -2.35529 17.95088
C 1.56316 -6.39619 17.86271
H 0.99140 -6.22748 18.77182
C 10.59127 -1.87998 15.87607
C 3.61428 -7.10983 16.80688
H 4.65028 0.02530 21.73880
C 1.14600 -5.91092 16.61916
C 1.92592 -5.90404 15.48630
O 7.65984 -6.06926 18.98068
C 6.16333 -2.63553 18.94441
H 8.40091 -1.94932 21.43755
C 10.86471 -3.16903 15.39785
C 7.08664 -9.80331 20.46946
C 2.72230 -2.71589 21.68702
O 5.29160 -6.54175 14.67170
O -0.35027 -2.76568 19.80174
H 8.71023 -9.11966 17.13428
H 1.56999 -5.44715 14.54517
O 3.65956 -5.87567 13.47189
O 9.85589 0.55974 16.81924
C 1.88060 -1.09704 20.08407
N 4.13249 -6.37737 14.47146
H 7.09702 -3.83092 22.52673
N 7.93289 -7.01078 18.28398
C 7.47537 -10.84027 19.67191
O 0.92745 -4.45294 20.49495
H 11.87420 -3.53586 15.21734
C 1.80359 -2.30976 20.71067
O 5.18882 -5.27011 22.46647
C 3.17904 -6.46455 15.62571
H 11.39094 -1.11321 15.87980
C 7.58242 -2.38486 20.88492
H 2.98622 0.59103 19.89954
C 7.83978 -8.32714 18.82768
N 8.93170 -0.20316 16.58655
```

Its spin multiplicity is 1. Its HOMO-LUMO gap is 9.09 eV. Its SMILES is O=[N+]([O-])c1ccccc1.O=[N+]([O-])c1ccccc1.O=[N+]([O-])c1ccccc1.O=[N+]([O-])c1ccccc1.O=[N+]([O-])c1ccccc1.

5.
Formula: C30H26AlAsN3O5S2
Source: the OMol25 dataset
Level of theory: ωB97M-V/def2-TZVPD

XYZ file:
```
68
Properties=species:S:1:pos:R:3
H 7.30343 1.47973 0.88155
H 1.75685 -3.15236 -0.81780
C 4.09522 -3.28429 2.23910
As 2.81026 -0.34309 -0.52552
H 4.44318 0.28397 -2.96106
C 0.27486 -2.02986 2.17604
H 4.76466 -3.32225 3.08960
C 2.53846 -4.35730 0.76565
S -1.36704 2.14604 0.76369
H -1.10579 -0.88098 -1.10303
C 1.27144 0.09378 2.65114
H 1.97836 -5.23301 0.46552
H 3.92675 -2.49063 -2.31229
C -0.02127 4.40235 -0.28222
C 2.37358 -1.01116 -2.29485
O 3.09706 3.12367 0.06892
C 6.33158 1.06145 -2.33135
C 1.01638 -0.89698 -4.28616
C 2.41044 -3.17876 0.04569
H 3.33643 0.01548 5.16820
C 2.54856 0.57890 4.67431
H 2.98662 1.33563 4.03020
C 7.14079 1.39664 -1.25714
C 1.43087 -1.60459 4.23900
H 3.35510 -3.32766 -4.56648
H 6.67444 1.22918 -3.34368
H 2.62501 6.20288 -1.43753
C 2.78516 -2.51857 -4.12924
H -1.87417 5.19090 0.45695
N 1.74541 -0.32031 3.84760
C 1.73765 -1.94484 -4.83777
H 4.55776 -1.24779 1.80453
C 1.33406 -0.43308 -3.01782
H 5.04591 0.61360 1.26965
H -0.47808 -1.69340 0.18588
H 0.49296 -3.45947 3.82279
O 1.44716 1.23427 2.12947
H 1.07492 8.04248 -0.80972
H 0.79088 0.40388 -2.59613
S 2.13078 3.17700 -0.98466
C 1.22160 4.69779 -0.82675
N 0.57129 -0.73328 1.88464
H 8.11947 1.82551 -1.42786
C 5.07262 0.52094 -2.11485
H -1.14871 7.54822 0.09835
C 3.37847 -4.41249 1.86742
C 1.64766 5.98998 -1.02533
C 6.68252 1.20657 0.03842
C 3.10561 -2.04995 -2.86595
O -0.35487 -2.67871 1.32645
N 0.80825 2.21028 -0.55966
C 3.96697 -2.10696 1.51795
O 2.52907 2.85602 -2.31654
C 0.77048 7.01329 -0.67847
Al 0.53197 0.57020 0.43779
H 0.21475 -0.43498 -4.84759
H 3.47422 -5.32912 2.43480
C 3.12740 -2.04106 0.40629
C -0.18237 2.96605 -0.08107
C 5.41889 0.68566 0.25686
C 0.72420 -2.46415 3.47774
C -0.48804 6.73143 -0.15840
C -0.89780 5.42288 0.05215
H 1.79971 -1.88237 5.21697
H 1.92705 1.07123 5.42168
O -0.46843 -0.80692 -0.38564
H 1.49046 -2.30908 -5.82621
C 4.61729 0.31781 -0.81894
```

The net charge is +1. Its spin multiplicity is 1. Its HOMO-LUMO gap is 8.14 eV.

6.
Formula: C30H26AuN4O5STe
Source: the OMol25 dataset
Level of theory: ωB97M-V/def2-TZVPD

XYZ file:
```
68
Properties=species:S:1:pos:R:3
O 1.76840 -2.15485 -5.97278
H 1.69493 3.50251 5.57468
H 0.53901 1.23749 3.73850
H 0.02827 0.08611 8.73055
C 1.31118 1.56534 -0.51311
Te -1.96444 0.76121 4.53757
C 3.50325 0.55755 -4.51701
C 0.40388 0.82701 8.03552
C -1.06713 -0.17410 6.24092
Au -1.85093 -0.94753 2.64736
C 1.33971 2.74488 6.26272
S -2.91797 -2.20111 -4.68030
C 1.39820 -0.56150 1.17439
C 0.05993 3.67190 -1.17683
H -0.60991 -1.11040 5.92755
H 3.23230 0.89749 -1.24097
C 1.80380 2.72253 7.56807
C 1.91992 -1.04235 -5.35323
H -3.12246 -3.01455 1.68613
C -3.20532 -3.39603 -0.82929
C -2.51736 -2.40250 -0.14595
H 0.23586 1.41740 -3.74970
O -2.08748 -1.05897 -5.06497
H 1.68725 1.75078 9.47791
H -1.54999 -3.24278 1.42459
C 0.43043 -2.74849 -6.15174
C 2.41568 0.71471 -0.55771
N 1.85773 2.92467 -2.46231
H -0.27126 2.79223 4.01355
H -0.02364 -2.94666 -5.18613
C 3.26670 -0.56871 -5.21773
C 0.81984 -0.28236 -4.83588
C -3.32380 -3.31762 -2.20375
H -1.73941 -0.39071 -2.74617
N -2.29873 -2.56590 1.29247
C 2.41878 1.25797 -3.87271
C -1.99402 -1.31389 -0.81137
C 1.06714 0.82750 -4.11517
C -0.84894 3.46669 -0.22456
C 0.33215 1.32108 0.45246
H -3.61494 -4.24645 -0.29534
H -1.48081 -0.54297 -0.25149
C -2.77878 -2.23944 -2.89016
O -1.62903 2.11039 1.52761
H 3.30271 -1.03964 0.30488
O -2.33333 -3.47110 -5.08419
C 1.33552 1.76290 8.45519
H 4.50407 0.94519 -4.37841
N 0.36422 0.26283 1.26104
H -3.82890 -4.09768 -2.75823
O -4.32339 -2.03329 -4.93712
H 4.05657 -1.13959 -5.68519
H 2.52045 3.46237 7.89825
C -2.13738 -1.23056 -2.19154
C -0.10396 1.79662 4.41664
N 2.75005 2.26528 -3.10256
H -0.19668 -2.06666 -6.71854
H -0.19998 -0.58936 -5.03099
H 0.61841 -3.66453 -6.69610
C -0.80721 2.28472 0.65522
H 1.38562 -1.42196 1.83462
C 2.46341 -0.35853 0.30506
C 1.13271 2.71001 -1.43349
C -0.05972 0.84050 6.72482
H -1.67193 4.14906 -0.05848
H -1.83506 -0.38315 6.98184
C 0.40905 1.80527 5.83407
H 0.01675 4.52367 -1.84298
```

The net charge is +1. Its spin multiplicity is 1. Its HOMO-LUMO gap is 5.33 eV.

7.
Formula: C30H26BrN4O4PdS3
Source: the OMol25 dataset
Level of theory: ωB97M-V/def2-TZVPD

XYZ file:
```
69
Properties=species:S:1:pos:R:3
H -0.06108 1.06278 2.70111
H 2.09642 -2.85072 2.57831
N -0.03508 1.11138 0.64091
C -5.86718 -4.12752 0.49081
Pd 0.11062 -0.84782 0.53501
C -0.29678 3.07008 1.95971
H 0.96362 -1.04752 -1.50079
H -3.85218 0.28728 2.60261
H 4.03592 5.69648 -0.93379
H -1.98468 -1.26782 2.07991
H 1.55052 5.62598 -1.13529
O 4.30222 -0.51972 1.17261
O 1.67172 -4.52032 0.33171
C -4.61458 -3.70092 0.88191
C -0.05688 1.86848 -0.46989
C 3.04252 -0.54452 -1.09539
H -0.24998 3.80578 -1.35079
H 5.49752 -0.39842 -3.41279
H 1.36462 -1.28822 -3.92209
C -3.46458 0.21468 1.59931
C -0.35508 3.85808 0.80471
H 0.04422 1.33878 -1.41509
C 2.23192 -2.51582 1.54051
H -4.01708 1.27858 -1.58239
H -7.23298 -5.77472 0.35991
H -3.40508 -6.62592 2.08501
C 3.69392 -1.10282 -5.28319
C -5.36108 -6.34862 1.24241
C -4.10518 -5.93372 1.63721
C 1.27432 5.85188 0.98551
C -0.21588 3.23068 -0.43719
H 4.30462 -0.31002 -5.71239
O 2.55672 1.16118 0.77691
C 3.40482 5.78828 -0.05769
C 1.97722 -0.87452 -1.91169
S -0.50078 5.62228 0.92331
H 3.85612 6.19628 3.11681
H -2.06328 -0.20252 -1.92069
C 1.30722 -3.39892 0.63451
H 4.22732 -2.04622 -5.40419
C 4.29902 -0.34592 -1.63749
H -6.55938 -3.42072 0.05401
C -3.55698 0.77928 -0.74249
C -0.12958 1.71518 1.83391
H 1.35812 6.14798 3.11561
N 4.03562 5.94388 1.09731
N -1.87138 -0.73122 0.06791
O 0.22612 -2.84312 0.28181
N 1.88182 -1.12592 1.42881
C 2.02882 5.74318 -0.17569
C -2.41438 -0.61942 1.31261
H -4.31988 -2.67072 0.74251
C -6.24918 -5.44942 0.66891
Br -5.51238 2.10438 0.89941
C -4.04958 0.94538 0.55581
C -2.47218 -0.04392 -0.92949
C 3.30292 6.06728 2.19401
H -5.66648 -7.37772 1.38761
C 1.92012 6.03488 2.20131
C -3.71608 -4.59782 1.47121
S -2.16878 -4.06902 2.03081
C 3.45302 -0.85962 -3.82519
H 5.09402 -0.06602 -0.96609
S 2.97322 -0.22172 0.68981
C 4.50912 -0.51432 -2.99169
C 2.18832 -1.02042 -3.27509
H -0.38798 3.52208 2.93381
H 3.27772 -2.68072 1.26151
H 2.75122 -1.16752 -5.82059
```

The net charge is -1. Its spin multiplicity is 1. Its HOMO-LUMO gap is 3.93 eV.

Short version: energy above the lowest of the compared OMol25 structures with the same formula, charge and spin = 1.7111 3.3278 0.0000 1.9409 0.2567 0.0000 2.3818 eV, in the order given.
Short version: E_tot = -77938.8816 -177874.4608 -46117.7923 -59425.6947 -135345.5196 -69541.7663 -151710.9356 eV, in the order given.